Record 1
Molecular formula: C28H43N3O6
Method: DFT, ωB97M-V with the def2-TZVPD basis set

```
! RIJCOSX wB97M-V def2-TZVPD def2/J DEFGRID3
* xyz 0 1
C -4.936 -0.930 -2.107
H -5.491 -1.802 -2.444
H -5.096 -0.131 -2.826
C -5.418 -0.525 -0.717
H -5.246 -1.357 -0.031
H -6.495 -0.346 -0.751
C -4.750 0.732 -0.142
C -5.075 1.981 -0.959
H -4.724 2.873 -0.447
H -6.150 2.066 -1.096
H -4.605 1.940 -1.939
H -5.138 0.878 0.874
C -3.222 0.564 -0.020
N -2.892 -0.642 0.705
C -2.085 -1.593 0.205
O -1.599 -1.533 -0.914
O -1.917 -2.584 1.080
C -1.195 -3.791 0.713
C 0.252 -3.476 0.336
H 0.822 -4.401 0.310
H 0.699 -2.812 1.073
H 0.308 -3.012 -0.644
C -1.918 -4.497 -0.433
H -1.422 -5.438 -0.652
H -1.901 -3.878 -1.326
H -2.952 -4.696 -0.160
C -1.243 -4.637 1.986
H -0.725 -4.125 2.792
H -2.275 -4.799 2.286
H -0.770 -5.598 1.811
H -3.168 -0.687 1.674
C -2.630 1.758 0.743
O -2.767 1.869 1.945
N -1.992 2.652 -0.032
H -1.830 2.433 -1.002
C -1.262 3.785 0.493
H -1.553 4.681 -0.064
H -1.561 3.902 1.537
C 0.248 3.559 0.382
C 0.678 2.358 1.238
C 2.148 2.478 1.653
C 2.960 3.147 0.542
C 2.848 2.428 -0.808
O 2.765 3.011 -1.870
N 2.907 1.082 -0.732
H 2.981 0.625 0.162
C 2.857 0.222 -1.886
C 1.584 -0.629 -1.900
O 1.490 -1.672 -2.490
O 0.602 -0.080 -1.205
H -0.215 -0.650 -1.222
H 2.808 0.885 -2.761
C 4.109 -0.674 -1.982
C 4.341 -1.405 -0.690
C 5.096 -0.820 0.321
C 5.274 -1.464 1.533
C 4.699 -2.704 1.750
C 3.950 -3.297 0.747
C 3.771 -2.652 -0.464
H 3.182 -3.113 -1.243
H 3.508 -4.269 0.909
H 4.839 -3.209 2.694
H 5.865 -0.997 2.308
H 5.556 0.144 0.152
H 4.969 -0.045 -2.217
H 3.947 -1.382 -2.795
C 2.516 4.613 0.402
C 1.044 4.796 0.790
H 0.646 5.682 0.292
H 0.942 4.951 1.866
H 2.658 4.904 -0.640
H 3.141 5.257 1.021
H 4.026 3.118 0.800
H 2.548 1.498 1.920
H 2.234 3.101 2.545
H 0.524 1.440 0.670
H 0.054 2.302 2.132
H 0.475 3.351 -0.669
H -2.771 0.474 -1.011
H -3.881 -1.189 -2.098
*
```

## Properties
SMILES	CC[C@H](C)[C@H](NC(=O)OC(C)(C)C)C(=O)NC[C@H]1CC[C@H](C(=O)N[C@@H](Cc2ccccc2)C(=O)O)CC1
HOMO level	-9.25	eV
relative energy (zero: lowest compared OMol25 entry of this formula, charge and spin)	16.3	kJ/mol
frontier orbital gap	9.911	eV

---

Record 2
Molecular formula: C26H57BN5O6P
Method: DFT, ωB97M-V with the def2-TZVPD basis set

```
! RIJCOSX wB97M-V def2-TZVPD def2/J DEFGRID3
* xyz 0 1
C -0.328 1.453 -2.311
C 0.518 0.743 -1.256
C 1.921 1.351 -1.199
N 2.567 1.165 0.128
C 3.815 0.590 0.177
C 4.175 -0.418 1.018
P 3.060 -1.217 2.238
C 1.617 -1.918 1.330
C 2.405 0.228 3.203
C 3.287 0.451 4.432
C 5.559 -0.954 1.020
O 5.815 -2.060 1.498
C 6.625 -0.121 0.418
C 6.303 0.896 -0.386
B 7.392 1.854 -1.040
O 8.432 1.271 -1.742
N 7.220 3.274 -0.870
C 7.114 3.601 0.578
C 8.238 4.080 -1.553
C 4.877 1.167 -0.712
O 4.614 1.862 -1.683
H -1.380 1.390 -2.075
H -0.129 1.058 -3.298
H -0.090 2.513 -2.362
H 0.021 0.736 -0.292
H 0.634 -0.274 -1.618
H 1.838 2.416 -1.388
H 2.518 0.961 -2.009
H 1.921 0.661 0.717
H 0.960 -2.304 2.104
H 1.920 -2.765 0.732
H 1.024 -1.218 0.749
H 2.527 1.108 2.577
H 1.364 0.097 3.470
H 4.329 0.294 4.172
H 3.193 1.485 4.748
H 3.010 -0.221 5.233
H 7.656 -0.359 0.624
H 9.273 1.524 -1.353
H 7.486 2.813 1.227
H 6.072 3.756 0.844
H 7.688 4.488 0.809
H 8.580 3.599 -2.457
H 9.093 4.307 -0.918
H 7.801 5.026 -1.861
C -3.317 -0.914 -4.382
C -2.734 -1.916 -3.391
C -3.611 -3.156 -3.171
O -4.746 -2.941 -2.356
C -5.868 -2.380 -3.012
N -2.434 -1.219 -2.136
H -4.120 -0.323 -3.943
H -2.546 -0.216 -4.706
H -3.707 -1.418 -5.269
H -1.787 -2.272 -3.807
H -3.014 -3.903 -2.641
H -3.909 -3.607 -4.127
H -5.952 -2.732 -4.044
H -5.833 -1.289 -2.991
H -6.757 -2.694 -2.463
H -1.943 -1.853 -1.512
H -3.317 -1.045 -1.663
C -8.528 -7.857 -2.158
C -8.119 -6.596 -1.403
C -9.306 -5.767 -0.891
O -9.973 -5.010 -1.881
C -10.925 -5.721 -2.650
N -7.218 -5.807 -2.247
H -8.868 -7.636 -3.169
H -7.677 -8.531 -2.246
H -9.325 -8.390 -1.636
H -7.555 -6.914 -0.521
H -8.920 -5.032 -0.179
H -10.022 -6.395 -0.345
H -11.437 -6.480 -2.052
H -10.464 -6.190 -3.522
H -11.662 -5.002 -3.007
H -6.857 -5.025 -1.708
H -7.785 -5.369 -2.969
C 2.710 4.681 3.160
C 1.402 5.169 3.776
C 1.549 6.465 4.586
O 2.143 6.305 5.859
C 3.558 6.253 5.866
N 0.814 4.088 4.574
H 3.363 4.202 3.890
H 2.510 3.943 2.382
H 3.254 5.510 2.703
H 0.717 5.386 2.952
H 0.546 6.854 4.784
H 2.081 7.233 4.010
H 3.987 6.903 5.098
H 3.920 5.231 5.727
H 3.894 6.597 6.843
H -0.104 4.381 4.895
H 1.358 4.010 5.429
*
```

## Properties
SMILES	CCCNC1=C(P(C)CC)C(=O)C=C(B(O)N(C)C)C1=O.COC[C@@H](C)N.COC[C@@H](C)N.COC[C@@H](C)N
HOMO level	-7.89	eV
frontier orbital gap	7.016	eV

---

Record 3
Molecular formula: C44H114N7O20
Method: DFT, ωB97M-V with the def2-TZVPD basis set

```
! RIJCOSX wB97M-V def2-TZVPD def2/J DEFGRID3
* xyz 5 1
C -14.207 5.679 31.465
O -13.218 4.792 30.792
C -13.020 3.503 31.343
C -11.670 3.093 30.676
N -10.632 4.161 30.893
H -11.208 4.960 30.843
H -10.195 4.073 31.855
C -9.554 4.294 29.894
C -10.027 4.752 28.532
O -10.527 6.036 28.688
C -11.265 6.593 27.613
H -13.995 6.653 31.036
H -14.186 5.719 32.553
H -15.152 5.245 31.165
H -13.751 2.720 31.139
H -12.989 3.643 32.485
H -11.806 3.005 29.609
H -11.220 2.141 30.992
H -9.170 3.270 29.724
H -8.871 4.949 30.365
H -10.846 4.138 28.077
H -9.158 4.641 27.850
H -11.651 5.719 27.121
H -10.630 7.103 26.880
H -12.094 7.269 27.881
C -19.195 17.300 26.078
O -19.057 16.113 25.230
C -19.289 16.240 23.863
C -19.865 14.980 23.304
N -19.047 13.764 23.823
H -18.942 13.976 24.826
H -19.621 12.900 23.794
C -17.775 13.414 23.132
C -17.160 12.231 23.868
O -17.191 12.586 25.284
C -16.541 11.660 26.093
H -20.226 17.614 25.951
H -18.558 18.101 25.756
H -18.980 17.107 27.126
H -18.421 16.583 23.374
H -20.062 17.009 23.686
H -19.820 15.014 22.234
H -20.873 14.721 23.607
H -17.155 14.284 23.309
H -17.877 13.236 22.066
H -16.162 12.056 23.428
H -17.709 11.279 23.749
H -16.873 10.618 25.911
H -16.751 11.876 27.212
H -15.504 11.682 25.905
C -5.661 14.138 19.928
O -5.552 13.949 21.330
C -6.601 13.066 21.802
C -6.787 13.319 23.275
N -7.221 14.707 23.588
H -6.700 15.387 23.074
H -8.269 14.919 23.419
C -7.060 15.154 24.988
C -6.614 16.572 25.052
O -6.271 16.929 26.413
C -5.455 18.103 26.667
H -6.528 14.781 19.756
H -5.681 13.270 19.259
H -4.777 14.687 19.739
H -6.227 12.001 21.737
H -7.462 13.283 21.166
H -5.815 13.136 23.726
H -7.603 12.593 23.557
H -6.167 14.587 25.306
H -7.970 15.045 25.598
H -7.349 17.291 24.736
H -5.665 16.758 24.557
H -4.490 18.203 26.118
H -5.244 17.905 27.743
H -6.057 19.003 26.655
C -7.950 18.160 29.386
O -7.760 18.504 30.739
C -6.394 19.007 30.971
C -6.341 19.553 32.409
N -7.610 20.355 32.872
H -7.382 21.308 32.699
H -8.476 20.261 32.287
C -7.842 20.213 34.360
C -8.701 19.004 34.526
O -9.771 19.145 33.596
C -10.742 18.128 33.646
H -8.901 17.591 29.292
H -7.172 17.462 28.971
H -8.022 19.011 28.669
H -6.264 19.762 30.202
H -5.793 18.125 30.875
H -5.510 20.228 32.586
H -6.293 18.688 33.146
H -8.324 21.082 34.772
H -6.864 20.155 34.825
H -9.041 19.023 35.539
H -8.089 18.055 34.385
H -11.215 18.213 34.630
H -10.225 17.210 33.614
H -11.473 18.361 32.861
C -11.706 10.200 21.914
O -12.109 9.705 20.658
C -11.381 10.184 19.578
C -11.960 9.762 18.209
N -13.299 10.532 18.131
H -13.263 11.321 18.857
H -13.375 10.987 17.238
C -14.532 9.732 18.339
C -15.401 9.826 17.080
O -15.676 11.186 16.796
C -16.691 11.275 15.745
H -12.051 9.502 22.674
H -12.049 11.215 22.145
H -10.621 10.208 21.950
H -10.391 9.760 19.513
H -11.409 11.269 19.586
H -12.074 8.681 18.062
H -11.428 10.097 17.345
H -15.019 10.127 19.177
H -14.237 8.737 18.621
H -16.295 9.186 17.272
H -14.912 9.268 16.294
H -17.180 12.257 15.814
H -17.472 10.541 15.927
H -16.282 11.137 14.730
C -9.425 20.986 11.393
O -8.005 21.195 11.395
C -7.390 20.846 10.162
C -5.954 21.126 10.316
N -5.503 20.626 11.743
H -6.333 20.359 12.214
H -4.999 19.708 11.609
C -4.660 21.515 12.656
C -4.513 20.812 13.950
O -3.994 19.536 13.722
C -3.865 18.796 14.944
H -9.881 21.196 10.386
H -9.983 21.639 12.066
H -9.642 19.970 11.679
H -7.708 21.395 9.250
H -7.568 19.823 9.880
H -5.777 22.157 10.316
H -5.232 20.692 9.637
H -5.304 22.347 12.790
H -3.773 21.747 12.150
H -5.416 20.756 14.582
H -3.826 21.449 14.576
H -2.996 19.088 15.477
H -3.667 17.836 14.519
H -4.782 18.804 15.493
C -9.525 15.860 18.275
O -10.421 16.465 19.193
C -11.108 15.377 19.903
C -12.088 15.960 20.886
N -11.435 16.991 21.680
H -10.790 16.467 22.419
H -10.811 17.475 21.036
C -12.290 17.771 22.585
C -11.367 18.775 23.382
O -10.337 19.223 22.492
C -9.282 20.015 23.055
H -8.543 15.667 18.749
H -9.411 16.500 17.406
H -9.939 14.958 17.732
H -10.295 14.879 20.397
H -11.698 14.762 19.171
H -12.527 15.205 21.513
H -12.843 16.514 20.359
H -12.892 17.167 23.314
H -13.041 18.282 21.952
H -10.879 18.236 24.150
H -11.863 19.688 23.820
H -8.844 19.553 23.926
H -9.716 20.951 23.402
H -8.584 20.252 22.285
O -15.639 12.702 20.885
C -14.194 12.842 20.802
O -13.748 12.490 19.666
O -13.656 13.384 21.756
H -15.931 12.319 20.064
O -11.949 14.720 23.575
C -10.671 14.302 23.605
O -9.835 15.239 23.383
O -10.394 13.174 23.935
H -12.509 13.905 23.510
*
```

## Properties
HOMO level	-16.58	eV
frontier orbital gap	10.099	eV